No. 1
# C21H45Br12N3O3

9 unconnected molecules or ions with the total composition C21H45Br12N3O3 in a non-equilibrium geometry (ωB97M-V/def2-TZVPD, the OMol25 dataset).

Positions of all 84 atoms, in Å:
Br: 29.775 -16.707 11.200
C: 28.281 -17.722 11.909
C: 28.142 -17.458 13.369
Br: 26.557 -18.314 14.068
H: 28.438 -18.762 11.659
H: 27.422 -17.359 11.354
H: 28.107 -16.385 13.550
H: 28.987 -17.818 13.958
Br: 28.429 -13.428 16.856
C: 28.505 -11.918 18.067
C: 27.780 -10.701 17.527
Br: 27.726 -9.376 18.925
H: 29.557 -11.782 18.280
H: 28.085 -12.239 19.024
H: 26.796 -10.924 17.151
H: 28.378 -10.226 16.752
Br: 25.406 -24.564 21.827
C: 26.099 -22.810 21.454
C: 26.924 -22.890 20.207
Br: 27.722 -21.154 19.820
H: 26.722 -22.485 22.277
H: 25.299 -22.087 21.332
H: 26.428 -23.189 19.293
H: 27.759 -23.578 20.322
Br: 31.994 -19.531 15.000
C: 31.384 -21.227 15.747
C: 29.920 -21.413 15.689
Br: 29.302 -21.475 13.841
H: 31.687 -21.197 16.792
H: 31.936 -21.990 15.224
H: 29.415 -20.605 16.185
H: 29.660 -22.378 16.107
Br: 25.834 -16.678 17.203
C: 27.736 -16.861 17.241
C: 28.110 -17.983 18.119
Br: 30.008 -18.323 18.023
H: 28.224 -15.933 17.515
H: 28.079 -17.098 16.236
H: 27.548 -18.898 17.924
H: 27.890 -17.799 19.171
Br: 24.210 -20.758 16.884
C: 24.967 -21.335 15.163
C: 26.439 -21.579 15.281
Br: 26.841 -23.099 16.381
H: 24.766 -20.511 14.498
H: 24.452 -22.251 14.924
H: 26.988 -20.731 15.668
H: 26.832 -21.772 14.279
C: 22.668 -18.369 14.010
O: 22.402 -19.019 13.019
N: 22.908 -17.066 14.033
C: 22.997 -16.329 15.271
C: 22.910 -16.301 12.847
H: 22.768 -18.837 15.007
H: 22.083 -15.745 15.445
H: 23.888 -15.711 15.275
H: 23.035 -17.022 16.119
H: 22.028 -15.644 12.838
H: 23.786 -15.656 12.856
H: 22.883 -16.927 11.970
C: 27.674 -17.031 22.111
O: 26.480 -17.135 21.952
N: 28.498 -17.983 22.638
C: 29.907 -17.753 22.741
C: 28.025 -19.231 23.130
H: 28.209 -16.103 21.819
H: 30.338 -18.155 23.661
H: 30.104 -16.678 22.776
H: 30.475 -18.183 21.909
H: 28.523 -19.489 24.066
H: 26.954 -19.294 23.304
H: 28.244 -20.056 22.433
C: 26.989 -14.184 11.770
O: 26.252 -15.080 11.431
N: 27.090 -13.704 13.043
C: 28.050 -12.677 13.402
C: 26.411 -14.367 14.152
H: 27.672 -13.654 11.082
H: 28.937 -13.126 13.847
H: 27.594 -11.945 14.071
H: 28.316 -12.100 12.514
H: 25.835 -13.614 14.699
H: 25.703 -15.124 13.822
H: 27.102 -14.910 14.808

## Properties
HOMO-LUMO gap, eV: 9.21
Molar mass, g mol⁻¹: 1346.5
Energy above the lowest of the compared OMol25 structures with the same formula, charge and spin, kcal/mol: 0.00
Structure (SMILES): CN(C)C=O.CN(C)C=O.CN(C)C=O.BrCCBr.BrCCBr.BrCCBr.BrCCBr.BrCCBr.BrCCBr
E, eV: -873630.69804

***

No. 2
# C21H45BrNO4PS

3 unconnected molecules or ions with the total composition C21H45BrNO4PS in a non-equilibrium geometry (ωB97M-V/def2-TZVPD, the OMol25 dataset).

Positions of all 74 atoms, in Å:
C: -3.931 -4.946 0.907
C: -3.966 -6.362 0.142
O: -2.670 -6.895 -0.189
C: -1.879 -5.975 -0.967
C: -0.585 -5.620 -0.098
O: 0.548 -5.197 -0.891
C: 1.199 -4.060 -0.287
C: 0.248 -2.770 -0.521
C: -0.191 -2.425 -2.028
O: -0.213 -3.215 -2.978
N: -0.578 -1.007 -1.924
C: -0.372 -0.395 -0.556
P: -2.004 -0.313 0.412
O: -3.120 -1.320 -0.444
Br: -2.834 1.808 0.401
C: 0.805 -1.346 0.020
S: 0.803 -1.615 1.864
H: -4.467 -4.195 0.225
H: -2.888 -4.565 1.132
H: -4.546 -4.957 1.876
H: -4.429 -7.104 0.889
H: -4.700 -6.355 -0.744
H: -2.442 -5.074 -1.366
H: -1.508 -6.549 -1.893
H: -0.807 -4.911 0.780
H: -0.268 -6.607 0.404
H: 1.378 -4.212 0.837
H: 2.160 -3.841 -0.853
H: -0.774 -2.833 0.008
H: 0.141 -0.530 -2.486
H: -0.083 0.677 -0.796
H: -2.900 -2.251 -0.198
H: 1.859 -1.044 -0.268
H: 0.036 -0.645 2.496
C: -1.373 7.683 3.767
C: -1.862 6.564 2.858
C: -2.924 5.676 3.508
C: -2.465 4.912 4.753
C: -1.255 3.999 4.549
C: -1.510 2.878 3.550
H: -0.886 7.292 4.663
H: -0.645 8.305 3.240
H: -2.203 8.324 4.076
H: -1.011 5.962 2.525
H: -2.292 7.012 1.956
H: -3.293 4.965 2.760
H: -3.786 6.295 3.782
H: -3.305 4.311 5.120
H: -2.235 5.624 5.553
H: -0.992 3.552 5.514
H: -0.384 4.581 4.234
H: -2.351 2.256 3.868
H: -0.627 2.237 3.471
H: -1.726 3.267 2.554
C: 3.530 2.940 -3.661
C: 4.526 1.989 -3.008
C: 5.021 0.891 -3.950
C: 3.940 -0.064 -4.465
C: 3.148 -0.798 -3.382
C: 4.010 -1.710 -2.522
H: 2.621 2.422 -3.972
H: 3.239 3.723 -2.955
H: 3.970 3.423 -4.537
H: 4.080 1.551 -2.109
H: 5.390 2.570 -2.670
H: 5.801 0.317 -3.439
H: 5.509 1.357 -4.813
H: 4.416 -0.804 -5.118
H: 3.239 0.487 -5.099
H: 2.379 -1.407 -3.868
H: 2.616 -0.084 -2.743
H: 4.518 -2.460 -3.133
H: 3.386 -2.236 -1.794
H: 4.765 -1.148 -1.967

## Properties
HOMO-LUMO gap, eV: 8.69
Molar mass, g mol⁻¹: 518.5
Energy above the lowest of the compared OMol25 structures with the same formula, charge and spin, kcal/mol: 0.00
Structure (SMILES): CCOCCOC[C@@H]1C(=O)N[C@@H](P(O)Br)[C@H]1S.CCCCCC.CCCCCC
E, eV: -122350.96003